(1)
A structure of composition C35H37F6N2NaO6S2SbSi. Source: the OMol25 dataset; level of theory: ωB97M-V with the def2-TZVPD basis set.

Geometry as XYZ:
```
91
Properties=species:S:1:pos:R:3:forces:R:3:mulliken_charge:R:1
Na 0.462 -1.053 -1.479 -0.681 1.062 1.886 0.71
O 1.248 3.854 -1.503 -0.418 -0.234 -0.033 -0.79
C 0.179 3.271 -1.534 1.018 0.528 -0.036 0.36
O 0.104 1.930 -1.444 0.453 0.478 0.211 0.80
C -1.156 3.830 -1.622 -0.780 -0.350 -0.060 -0.44
C -1.522 5.171 -1.684 0.124 -0.101 0.072 -0.80
C -2.859 5.501 -1.708 -0.020 0.122 -0.064 -0.64
C -3.830 4.492 -1.691 0.075 0.071 0.055 -0.38
C -3.485 3.163 -1.642 -0.169 -0.203 -0.052 -0.94
C -2.132 2.813 -1.610 0.394 0.729 -0.192 0.43
S -1.422 1.271 -1.465 -0.483 0.481 0.090 0.57
H -0.752 5.929 -1.711 0.087 0.029 0.033 0.47
H -3.163 6.538 -1.746 -0.015 0.057 -0.017 0.36
H -4.874 4.775 -1.710 -0.097 -0.046 -0.012 0.41
H -4.230 2.385 -1.629 -0.166 -0.105 0.000 0.54
O -0.331 -0.261 0.277 -0.382 0.233 0.338 1.47
Si -0.410 -0.201 1.824 -0.043 -0.105 0.997 -1.83
C -0.563 1.497 2.701 0.141 -0.248 -0.401 0.20
C -0.497 1.631 4.084 0.037 -0.148 0.112 -0.24
C -0.605 2.866 4.699 -0.001 0.002 0.281 -0.69
C -0.784 4.008 3.937 -0.008 0.175 0.012 -0.59
C -0.865 3.897 2.559 -0.069 0.269 0.017 -0.38
C -0.761 2.653 1.961 0.026 0.066 -0.132 -0.42
C -1.933 -1.073 2.598 0.449 -0.036 -0.207 0.40
C -3.151 -1.022 1.928 -0.082 0.137 -0.114 -0.10
C -4.289 -1.615 2.449 -0.208 0.009 -0.001 -0.50
C -4.235 -2.275 3.666 -0.155 -0.045 0.081 -0.55
C -3.038 -2.315 4.360 -0.048 -0.146 0.236 -0.74
C -1.906 -1.723 3.827 0.135 -0.026 0.149 -0.32
C 1.133 -0.981 2.604 -0.415 0.182 -0.036 0.50
C 1.255 -2.353 2.751 -0.067 -0.189 0.058 0.14
C 2.423 -2.930 3.211 0.067 -0.259 0.072 -0.75
C 3.509 -2.132 3.527 0.178 -0.076 0.063 -0.49
C 3.415 -0.761 3.370 0.256 0.105 0.050 -0.78
C 2.237 -0.201 2.911 0.062 0.240 0.071 -0.40
H -0.353 0.750 4.695 0.036 -0.104 0.098 0.26
H -0.550 2.942 5.780 0.013 -0.021 -0.001 0.37
H -0.858 4.978 4.417 -0.012 -0.003 -0.020 0.35
H -1.007 4.780 1.950 -0.016 0.042 -0.064 0.46
H -0.830 2.570 0.891 0.009 0.019 -0.287 0.43
H -3.198 -0.506 0.980 -0.059 0.005 -0.245 0.29
H -5.228 -1.563 1.908 0.002 0.020 -0.047 0.46
H -5.121 -2.750 4.075 0.012 0.021 -0.006 0.35
H -2.990 -2.812 5.322 0.026 -0.033 0.017 0.39
H -0.975 -1.768 4.379 0.077 -0.052 0.072 0.32
H 0.412 -2.980 2.502 -0.099 -0.186 -0.077 0.36
H 2.496 -4.005 3.321 -0.011 -0.045 -0.022 0.36
H 4.428 -2.577 3.891 0.035 -0.030 -0.002 0.35
H 4.264 -0.130 3.606 0.029 0.032 0.004 0.38
H 2.163 0.871 2.795 0.061 0.184 0.003 0.42
F -0.648 -0.938 -2.969 -0.487 0.692 -2.408 -0.15
Sb 0.283 -0.115 -4.614 -1.070 -0.507 -3.245 1.68
F -1.659 -0.093 -4.963 0.741 0.002 0.242 -0.62
F 0.804 -1.965 -4.738 -0.113 0.674 0.076 -0.61
F 0.148 -0.232 -6.591 -0.053 0.158 0.857 -0.58
F 2.113 0.403 -5.315 -0.692 -0.193 0.635 -0.60
F 0.036 1.782 -4.363 0.057 -0.671 0.065 -0.61
N 1.572 0.127 -2.975 1.171 0.486 0.107 0.01
C 2.560 0.354 -2.433 -1.165 -0.085 -0.534 0.52
N 3.643 0.677 -1.839 0.598 0.355 0.363 0.12
C 3.943 0.114 -0.534 0.095 -0.253 0.871 0.50
C 5.299 -0.597 -0.578 -0.034 -0.075 -0.139 -0.91
C 5.514 -1.154 -1.984 0.171 0.012 0.131 -0.71
C 5.670 -0.024 -3.010 -0.116 -0.109 0.082 -0.68
C 4.748 1.152 -2.645 0.460 0.194 -0.484 -0.84
H 3.158 -0.615 -0.302 0.127 0.172 0.049 -0.49
H 3.918 0.913 0.213 0.022 -0.025 -0.045 0.16
H 5.288 -1.413 0.146 -0.007 0.088 0.078 0.47
H 6.115 0.081 -0.312 0.053 0.033 0.027 0.44
H 4.643 -1.764 -2.228 -0.002 -0.105 -0.084 0.21
H 6.393 -1.799 -2.010 -0.043 -0.081 -0.030 0.49
H 5.404 -0.401 -3.996 0.029 0.036 -0.087 0.34
H 6.707 0.320 -3.050 -0.010 0.034 0.007 0.41
H 4.340 1.615 -3.545 0.038 0.088 0.135 0.39
H 5.280 1.912 -2.064 -0.119 -0.049 -0.044 0.43
O 1.698 -2.560 -1.658 1.244 -1.629 -0.128 -0.59
O 1.862 -2.018 -0.460 1.275 -0.980 0.669 -0.45
O -3.224 -0.386 -1.303 -0.742 0.639 0.580 -0.74
S -2.928 -1.572 -2.145 -1.016 -1.497 -0.383 0.35
C -4.381 -2.729 -1.861 0.565 0.143 -0.059 -1.02
C -4.032 -3.628 -0.692 0.005 -0.155 -0.003 0.06
C -2.566 -3.984 -0.902 -0.171 -0.047 0.155 -0.93
C -1.838 -2.681 -1.161 -0.103 -0.096 -0.353 0.52
H -4.446 -3.303 -2.784 -0.123 -0.077 -0.118 0.38
H -5.285 -2.142 -1.724 0.030 0.221 -0.092 0.44
H -4.660 -4.526 -0.665 -0.031 0.106 0.075 0.46
H -4.146 -3.084 0.247 -0.025 -0.072 -0.008 -0.30
H -2.470 -4.646 -1.768 0.025 -0.040 0.052 0.33
H -2.139 -4.488 -0.035 0.050 -0.092 0.010 0.37
H -0.923 -2.848 -1.719 0.065 0.016 -0.089 0.44
H -1.615 -2.126 -0.255 -0.001 0.179 0.119 -0.77
```
Forces are in eV/Å.

Results
<S²> = 0.755
energy above the lowest of the compared OMol25 structures with the same formula, charge and spin = 91.2 kcal/mol
Kohn-Sham gap (alpha / beta) = 5.892 / 5.394 eV
total charge = -2
2S+1 = 2

---

(2)
A cluster of 10 separate species, C28H81N5O13 in total. Source: the OMol25 dataset; level of theory: ωB97M-V with the def2-TZVPD basis set.

Geometry as XYZ:
```
127
Properties=species:S:1:pos:R:3:forces:R:3:mulliken_charge:R:1
C 7.020 -1.832 -2.030 -0.347 -0.779 1.599 -0.51
O 7.166 -0.698 -1.188 -0.051 0.120 -0.944 -0.35
C 6.516 0.463 -1.641 -1.102 0.965 0.392 -0.86
C 5.537 0.972 -0.592 0.450 1.500 2.375 0.68
C 4.297 0.174 -0.305 0.166 -1.688 0.308 -0.16
N 5.154 2.384 -0.795 0.285 0.119 -1.552 -0.79
H 6.053 -2.308 -1.820 -0.181 0.148 -0.329 0.10
H 7.739 -2.533 -1.604 0.228 -0.094 -0.586 0.28
H 7.125 -1.702 -3.106 0.299 0.419 0.029 0.32
H 7.238 1.277 -1.741 0.216 -0.150 -0.420 0.33
H 5.929 0.356 -2.560 0.432 -0.332 -0.266 0.38
H 6.130 1.027 0.338 0.047 -0.741 -0.008 0.18
H 3.978 -0.398 -1.179 -0.468 0.484 -0.179 0.01
H 3.511 0.733 0.194 -0.069 0.386 -0.528 -0.40
H 4.486 -0.627 0.424 0.394 0.061 -0.086 0.35
H 5.983 2.968 -0.809 -0.079 -0.001 -0.027 0.27
H 4.537 2.747 -0.084 -0.053 -0.436 0.210 0.15
C -2.396 2.188 1.425 -0.787 -0.731 0.069 -0.49
O -3.790 2.105 1.735 0.095 0.276 -0.555 -0.42
C -4.659 2.415 0.660 -0.044 -0.516 -0.321 -0.61
C -6.056 1.911 0.952 -1.215 1.163 0.897 0.69
C -7.134 2.491 -0.014 0.833 -1.233 1.081 -1.55
N -6.470 2.379 2.307 0.608 -0.328 -0.398 -0.83
H -1.979 1.555 2.204 0.681 0.374 0.003 0.05
H -1.994 3.203 1.396 -0.150 0.151 0.379 0.52
H -2.156 1.724 0.464 -0.201 -0.132 -0.059 0.17
H -4.668 3.488 0.442 -0.037 0.132 0.147 0.49
H -4.348 1.886 -0.252 0.319 0.084 -0.052 0.15
H -6.131 0.819 0.953 0.526 -0.027 -0.439 0.25
H -7.428 3.470 0.352 0.270 0.285 -0.394 0.42
H -7.983 1.831 0.177 -0.249 0.120 -0.630 0.38
H -6.778 2.434 -1.041 -0.395 0.208 -0.138 0.36
H -5.735 2.068 2.940 -0.304 0.092 0.168 0.26
H -7.318 1.869 2.536 0.048 0.099 0.268 0.29
C -5.258 -3.410 -1.532 0.154 0.029 0.615 -0.53
O -4.535 -4.152 -0.559 0.232 -0.137 -0.691 -0.50
C -3.288 -3.573 -0.193 -1.062 0.384 0.388 0.08
C -3.434 -2.525 0.935 0.858 0.366 -0.254 0.27
C -3.616 -1.096 0.391 -1.649 -1.018 -0.157 -0.51
N -2.191 -2.465 1.717 0.294 -0.334 0.184 -0.37
H -6.002 -4.056 -1.995 -0.008 -0.090 0.147 0.31
H -4.597 -3.036 -2.320 0.003 0.110 0.023 0.17
H -5.755 -2.589 -1.008 -0.144 0.181 -0.423 0.20
H -2.670 -4.418 0.108 0.139 0.107 0.187 0.32
H -2.821 -3.041 -1.030 0.111 -0.352 -0.252 -0.16
H -4.250 -2.796 1.607 -0.036 -0.144 -0.087 0.35
H -4.626 -0.895 0.012 -0.162 -0.349 0.180 0.16
H -3.026 -1.029 -0.519 0.795 0.784 0.516 -0.36
H -3.516 -0.417 1.234 0.745 0.403 -0.425 0.31
H -1.458 -1.955 1.230 -0.237 0.145 -0.144 -0.09
H -1.800 -3.400 1.803 -0.018 0.074 0.306 0.13
C 0.817 6.134 -4.029 -0.006 0.088 -0.126 -0.77
O 0.519 5.363 -2.884 0.113 -0.067 0.012 -0.30
C -0.018 4.117 -3.265 -0.801 0.331 -0.004 -0.88
C -0.615 3.376 -2.073 0.880 -0.678 0.485 0.03
C 0.337 3.305 -0.890 0.344 1.282 0.150 -1.06
N -1.078 2.033 -2.487 -0.395 0.909 0.669 -0.34
H 1.342 7.050 -3.764 0.077 -0.163 0.350 0.26
H -0.103 6.445 -4.537 -0.004 -0.200 -0.134 0.30
H 1.451 5.551 -4.704 -0.043 0.120 -0.170 0.32
H -0.848 4.285 -3.966 -0.039 0.028 -0.139 0.46
H 0.701 3.501 -3.819 0.346 -0.060 0.253 0.41
H -1.455 3.957 -1.685 -0.312 -0.202 -0.344 0.34
H -0.060 2.824 0.003 -0.193 -0.333 -0.250 -0.26
H 0.435 4.364 -0.616 0.414 -0.131 0.204 0.60
H 1.346 2.943 -1.095 -0.110 -0.211 -0.173 0.31
H -2.005 2.195 -2.862 0.105 -0.701 -0.407 0.29
H -0.451 1.621 -3.167 -0.172 0.089 -0.221 0.23
C -0.328 -5.753 -1.088 -1.813 -0.310 -0.416 -0.90
O 0.600 -5.065 -0.289 -0.892 0.267 -0.093 -0.39
C 0.951 -3.775 -0.796 2.049 -1.332 0.066 0.63
C 1.823 -3.959 -2.042 -0.727 0.179 -2.076 0.27
C 2.812 -2.832 -2.277 0.149 0.654 0.875 -1.34
N 0.971 -4.108 -3.290 0.400 0.093 1.116 -0.63
H -1.053 -5.087 -1.571 0.420 0.346 -0.147 0.23
H -1.019 -6.367 -0.499 0.603 -0.156 0.536 0.37
H 0.059 -6.393 -1.882 0.576 0.178 0.113 0.28
H 0.142 -3.063 -0.980 -0.341 -0.221 0.201 -0.19
H 1.613 -3.451 0.007 -0.230 0.707 -0.051 0.11
H 2.369 -4.904 -2.013 -0.016 0.030 0.572 0.38
H 3.479 -2.777 -1.410 0.221 0.132 -0.237 0.32
H 2.324 -1.854 -2.362 -0.246 -0.106 0.186 0.05
H 3.387 -2.904 -3.201 0.098 -0.485 0.082 0.48
H 1.651 -4.102 -4.041 -0.289 0.004 -0.352 0.31
H 0.435 -3.246 -3.366 0.002 -0.039 -0.270 0.09
O 2.412 4.034 3.930 0.098 0.050 0.183 -0.56
C 2.206 4.772 2.715 0.591 -0.617 0.194 -0.46
C 3.288 4.211 1.767 -0.705 1.227 1.881 -0.49
O 3.078 2.836 1.620 0.009 -0.401 -1.197 -0.23
H 1.875 4.388 4.644 -0.101 0.064 -0.106 0.29
H 1.200 4.535 2.359 0.016 0.254 -0.325 0.15
H 2.332 5.842 2.892 -0.035 0.027 -0.147 0.48
H 4.246 4.396 2.269 0.065 -0.002 -0.083 0.34
H 3.279 4.830 0.868 -0.131 -0.780 -0.538 0.43
H 2.714 2.474 2.436 0.112 0.257 0.134 0.03
O -1.146 1.574 5.156 -0.186 1.091 -0.007 -0.55
C 0.226 1.283 5.253 0.545 -1.762 -1.153 -0.84
C 0.925 1.146 3.879 -1.472 0.499 -0.064 -0.11
O 0.495 -0.024 3.187 0.284 -0.531 0.412 -0.42
H -1.659 0.850 4.790 0.153 -0.207 0.117 0.33
H 0.765 2.014 5.849 -0.411 0.146 0.202 0.45
H 0.307 0.268 5.669 0.405 0.283 0.517 0.32
H 2.005 1.110 4.016 -0.022 -0.024 -0.178 0.50
H 0.575 1.963 3.231 0.651 0.403 0.350 0.01
H -0.460 -0.102 3.297 0.037 -0.146 -0.271 0.05
O 0.751 -2.878 2.303 0.783 0.680 0.492 0.34
C 1.019 -3.488 3.559 -0.062 -1.189 0.087 -0.32
C 1.694 -4.837 3.353 -0.644 -0.500 -1.180 -0.55
O 0.738 -5.746 2.793 -0.301 -0.321 0.519 -0.64
H 1.013 -1.958 2.450 -0.335 0.076 -0.363 -0.25
H 1.602 -2.894 4.270 -0.015 0.387 -0.344 0.28
H 0.048 -3.729 4.008 0.118 0.096 0.280 0.28
H 2.054 -5.239 4.300 -0.161 -0.112 -0.008 0.36
H 2.500 -4.880 2.610 0.404 0.874 0.469 0.23
H 0.557 -5.495 1.876 0.223 0.137 -0.016 0.34
C -2.082 -1.237 -3.391 -0.479 0.843 0.248 0.49
O -2.923 -1.666 -4.458 0.574 0.127 -0.149 -0.57
H -2.736 -0.957 -2.561 0.374 -0.384 0.370 0.07
H -1.340 -1.986 -3.128 -0.358 -0.297 0.069 -0.28
H -1.522 -0.317 -3.592 -0.002 -0.154 -0.440 0.03
H -3.245 -0.860 -4.873 -0.144 -0.177 -0.132 0.34
C 0.987 -0.074 -0.045 -0.173 0.321 1.136 -0.12
O -0.405 -0.096 -0.354 0.689 0.209 -0.732 0.66
H 1.145 -0.813 0.736 0.132 -0.108 -0.114 -0.05
H 1.712 -0.244 -0.841 -0.488 -0.158 -0.446 0.21
H 1.222 0.900 0.398 0.226 -0.060 0.031 0.08
H -0.522 0.690 -0.920 -0.613 -0.321 -0.080 -0.54
```
Forces are in eV/Å.

Results
energy above the lowest of the compared OMol25 structures with the same formula, charge and spin = 40.3 kcal/mol
Kohn-Sham gap = 8.811 eV
SMILES = COC[C@H](C)N.COC[C@H](C)N.COC[C@H](C)N.COC[C@H](C)N.COC[C@H](C)N.OCCO.OCCO.OCCO.CO.CO

---

(3)
A structure of composition C23H19N4O3PtS. Source: the OMol25 dataset; level of theory: ωB97M-V with the def2-TZVPD basis set.

Geometry as XYZ:
```
51
Properties=species:S:1:pos:R:3:forces:R:3:mulliken_charge:R:1
Pt -0.259 0.134 0.369 0.160 -0.415 0.410 1.09
C 2.267 1.449 3.655 0.000 0.030 0.008 -0.55
O 1.010 2.210 3.595 -0.031 0.024 -0.019 -0.44
C 0.346 1.723 2.577 -0.017 0.044 -0.204 0.48
N 0.844 0.714 1.950 -0.110 0.255 -0.021 -0.23
C 2.147 0.373 2.542 -0.171 -0.181 0.204 0.08
C 3.317 0.378 1.587 0.011 -0.005 0.001 0.12
C 3.198 0.609 0.225 -0.022 0.066 -0.003 0.08
C 4.329 0.607 -0.582 -0.001 0.004 -0.007 -0.92
C 5.580 0.375 -0.036 0.000 0.003 0.007 -0.43
C 5.702 0.138 1.327 0.009 -0.005 -0.010 -0.69
C 4.577 0.139 2.133 -0.004 -0.043 -0.019 -0.41
C -0.926 2.298 2.093 -0.064 -0.005 -0.082 0.21
C -1.752 3.236 2.682 0.054 -0.048 0.017 -0.53
C -2.956 3.535 2.049 -0.035 0.020 0.045 -0.47
C -3.333 2.878 0.885 -0.058 -0.096 0.022 -0.47
C -2.453 1.951 0.354 0.011 -0.051 -0.092 0.45
N -1.275 1.730 0.928 0.300 0.447 -0.083 -0.15
C -2.602 1.084 -0.835 0.331 0.182 -0.104 0.42
N -1.633 0.317 -1.223 -0.729 -0.522 0.496 -0.31
C -2.052 -0.255 -2.541 0.078 0.019 -0.047 0.37
C -3.534 0.168 -2.621 -0.023 0.064 -0.058 -0.70
O -3.703 1.136 -1.540 0.057 0.151 -0.095 -0.39
C -1.839 -1.735 -2.774 -0.120 0.004 -0.040 0.12
C -2.672 -2.376 -3.691 -0.055 -0.003 0.042 -0.47
C -2.499 -3.719 -3.986 0.017 -0.002 0.000 -0.69
C -1.488 -4.440 -3.366 -0.012 -0.009 -0.010 -0.47
C -0.643 -3.801 -2.474 0.015 -0.004 0.017 -0.85
C -0.808 -2.452 -2.189 0.080 0.025 -0.098 -0.35
H 2.351 1.046 4.659 -0.020 -0.010 -0.006 0.34
H 3.069 2.157 3.458 0.015 -0.023 0.012 0.38
H 2.042 -0.624 2.975 0.077 0.000 0.008 0.39
H 2.229 0.791 -0.222 0.018 0.003 0.013 0.34
H 4.226 0.788 -1.644 0.004 -0.001 -0.002 0.40
H 6.458 0.376 -0.667 0.002 -0.008 -0.002 0.40
H 6.674 -0.054 1.761 0.002 0.009 0.004 0.39
H 4.682 -0.062 3.194 -0.008 0.000 0.006 0.39
H -1.466 3.707 3.612 -0.007 0.004 0.004 0.53
H -3.622 4.264 2.490 0.009 0.011 -0.007 0.46
H -4.288 3.062 0.414 0.004 -0.005 -0.012 0.54
H -1.487 0.293 -3.301 0.092 0.021 0.090 0.30
H -4.228 -0.650 -2.439 0.027 -0.003 0.059 0.49
H -3.789 0.688 -3.539 -0.021 -0.079 -0.035 0.31
H -3.464 -1.833 -4.194 0.001 -0.006 0.000 0.40
H -3.154 -4.200 -4.699 -0.005 0.000 0.001 0.40
H -1.356 -5.490 -3.587 0.000 -0.002 0.001 0.39
H 0.159 -4.346 -1.994 0.006 -0.004 -0.009 0.44
H -0.110 -1.980 -1.520 0.000 0.034 0.025 0.58
O -1.732 -1.973 2.017 -0.002 0.104 -0.026 -0.51
S -0.493 -2.570 1.524 0.242 -0.379 -0.074 0.34
N 0.407 -1.794 0.612 -0.105 0.385 -0.326 -0.61
```
Forces are in eV/Å.

Results
Kohn-Sham gap = 7.510 eV
total charge = +1

---

(4)
A cluster of 2 separate species, C4H14N2O in total. Source: the OMol25 dataset; level of theory: ωB97M-V with the def2-TZVPD basis set.

Geometry as XYZ:
```
21
Properties=species:S:1:pos:R:3:forces:R:3:mulliken_charge:R:1
N -0.446 -1.199 3.027 1.364 -0.127 1.260 -0.66
C -0.625 -1.663 1.656 -0.488 0.389 0.150 -0.13
C -1.328 -0.537 0.896 -0.006 1.195 -2.058 -0.91
C -0.429 0.436 -0.026 0.059 -1.501 1.703 -0.73
C 0.561 -0.342 -0.933 -1.378 2.836 -0.602 -0.34
N -0.126 -0.451 -2.273 1.276 -1.324 0.948 -0.70
H 0.414 -0.667 3.173 -0.301 0.379 -0.562 0.19
H -0.254 -1.959 3.674 -0.427 -0.333 -0.213 0.24
H 0.285 -1.929 1.084 -0.226 -0.142 0.664 0.15
H -1.237 -2.585 1.769 0.171 0.658 -0.564 0.33
H -2.017 -0.947 0.157 -0.217 -0.268 0.127 0.33
H -1.900 0.174 1.513 0.135 -0.808 0.253 0.38
H -1.122 1.060 -0.598 0.209 -0.247 -0.174 0.36
H 0.099 1.127 0.638 0.205 -0.063 0.024 0.38
H 0.892 -1.261 -0.478 -0.278 -0.543 -0.415 0.44
H 1.446 0.297 -1.006 0.238 -0.183 -0.174 0.19
H 0.446 -1.142 -2.756 -0.386 0.166 -0.538 0.23
H -0.010 0.425 -2.774 0.078 -0.039 0.172 0.24
O 1.705 3.128 -1.960 -0.003 -0.056 0.011 -0.60
H 2.091 3.058 -1.085 -0.036 -0.160 0.250 0.31
H 2.166 3.880 -2.334 0.011 0.171 -0.262 0.30
```
Forces are in eV/Å.

Results
energy above the lowest of the compared OMol25 structures with the same formula, charge and spin = 39.7 kcal/mol
Kohn-Sham gap = 9.888 eV
SMILES = NCCCCN.O